[1]
# C6H8N2O

C6H8N2O in the gas phase in a non-equilibrium geometry (ωB97M-V/def2-TZVPD, OMol25).

```
17
C6H8N2O ωB97M-V/def2-TZVPD
C -0.095 -1.284 -2.259
C -0.043 -1.308 -0.850
C 0.625 0.081 -0.113
C 0.505 2.609 0.406
C -0.637 -2.401 1.269
C 0.108 1.432 -0.462
N -0.204 -1.138 -3.393
N -0.504 -2.281 -0.172
O 1.159 -0.106 0.946
H 0.510 2.287 1.501
H -0.127 3.398 0.280
H 1.388 3.074 0.244
H -0.206 -1.474 1.831
H -0.020 -3.265 1.574
H -1.745 -2.624 1.297
H -0.979 1.303 -0.572
H 0.262 1.698 -1.526
```

Properties
<S²>	2.018
DFT total energy	-417.98092	hartree
LUMO level (alpha / beta)	0.0209 / -0.1130	Ha
net charge	0
frontier orbital gap (alpha / beta)	0.26457 / 0.27210	hartree
spin multiplicity	3
E_HOMO (alpha / beta)	-0.24371 / -0.38508	hartree


[2]
# C4H9N2

A gas-phase ion, C4H9N2 (charge +1) in a non-equilibrium geometry (ωB97M-V/def2-TZVPD, OMol25).

```
15
C4H9N2 ωB97M-V/def2-TZVPD
C 0.660 -0.810 -2.362
N 0.055 -0.619 -0.639
N -0.288 -1.516 0.031
C -0.019 -0.261 0.777
C -1.226 0.593 1.112
C 1.254 -0.015 1.578
H 0.422 0.214 -2.620
H -0.067 -1.553 -2.676
H 1.719 -1.125 -2.579
H -2.107 0.066 0.895
H -0.999 1.390 0.430
H -1.058 1.107 2.069
H 1.218 0.976 1.960
H 2.158 -0.181 0.989
H 1.209 -0.703 2.442
```

Properties
structure (SMILES)	C[N+]1=NC1(C)C
DFT total energy	-266.90601	hartree
LUMO level	-0.2032	Ha
net charge	+1
frontier orbital gap	0.37083	hartree
E_HOMO	-0.57406	hartree


The evaluated molecular weight for the records listed, in turn: 124.1; 85.1 g/mol.